(1)
The following is a quantum chemistry calculation of a molecular structure, C27H27CrF4N4OS, from the OMol25 dataset.

The frontier orbital gap (alpha / beta) is 4.689 / 8.056 eV. The highest occupied orbital energy (alpha / beta) comes out at -4.3362 / -7.7305 eV. Its spin multiplicity is 6. For the LUMO energy (alpha / beta), the calculation gives 0.4 / 0.3 eV. Its total charge is 0.

```
65
Properties=species:S:1:pos:R:3:forces:R:3
Cr 0.428606 0.388386 -1.945491 -0.1936 -2.1369 -0.0293
C 3.082806 0.076286 -3.035191 0.3024 -0.3974 -0.3969
N 2.478306 0.692986 -1.853591 0.7025 0.1389 -0.0691
C 3.038906 0.071486 -0.654491 0.1278 -0.2737 0.3577
C 2.742606 2.147186 -1.870491 -0.1242 0.5364 -0.0413
C 1.557106 2.969186 -1.351991 0.2809 0.1034 0.1571
N 0.346206 2.289686 -1.729091 0.3621 1.3721 -0.7400
C -0.853694 2.748986 -1.400691 -1.1443 0.4220 0.1287
C -1.964794 1.891286 -1.633491 0.0209 0.0563 0.0790
F -1.670694 0.645886 -2.204191 -0.5015 0.6538 0.1964
C -3.253094 2.168486 -1.236291 0.0676 -0.1187 -0.0734
F -4.222794 1.258886 -1.445891 0.2633 0.1910 0.0044
C -3.552694 3.357886 -0.591391 0.3826 0.0882 -0.0438
C -2.501694 4.242486 -0.369991 -0.3359 -0.1950 -0.0540
F -2.761294 5.403086 0.263809 0.1740 -0.2339 -0.1546
C -1.206694 3.971286 -0.766691 0.2510 -0.1440 0.0532
F -0.236294 4.881486 -0.484091 -0.2779 -0.1417 -0.0771
H 4.169106 0.230786 -3.064091 -0.0275 0.0844 0.0737
H 2.638506 0.512786 -3.927991 0.0293 -0.0261 -0.0546
H 2.867106 -0.992914 -3.038791 -0.0084 0.1481 0.0210
H 4.126806 0.223186 -0.589891 -0.1325 0.0416 -0.0985
H 2.839406 -0.998914 -0.690291 0.0030 0.0118 0.0032
H 2.564706 0.465486 0.241709 0.0103 0.0642 0.0155
H 2.925706 2.438486 -2.905891 0.0026 -0.0620 0.0387
H 3.644606 2.374586 -1.286691 -0.0510 -0.0221 -0.1768
H 1.621806 3.978686 -1.777091 0.0837 -0.1029 0.1831
H 1.627206 3.075186 -0.257391 0.0450 0.0849 -0.0012
H -4.551294 3.583086 -0.265991 -0.1635 0.0489 0.0260
N 0.030306 0.606486 0.394709 -0.1583 -0.4213 0.1235
S -1.261694 0.874186 1.321509 0.4987 -0.7323 0.6538
C -1.769294 -0.830414 1.591709 -0.4350 0.1069 -0.0245
C -2.552294 -1.133614 2.697209 0.0656 0.1291 -0.1033
C -2.942694 -2.442814 2.906909 -0.0502 0.0023 0.0746
C -2.565494 -3.434614 2.014409 0.1058 0.0405 -0.1107
C -1.810194 -3.114914 0.894909 -0.1981 -0.2352 0.1345
C -1.424894 -1.805714 0.673309 0.2388 0.3981 -0.1435
C -0.498594 1.183786 2.932009 0.3525 0.3574 0.0187
C 0.493406 0.307586 3.370809 -0.4395 0.0463 -0.1785
C 1.315306 0.677086 4.412409 0.0751 0.0127 0.1527
C 1.171506 1.925486 5.007809 -0.2311 0.1587 -0.1909
C 0.187706 2.801186 4.559709 0.3975 -0.0492 0.4175
C -0.640694 2.440486 3.515509 -0.3426 -0.5034 -0.4231
H 0.539406 1.481086 0.415009 -0.0081 0.2885 -0.0356
H -2.832694 -0.356914 3.391809 -0.0458 0.0854 0.1382
H -3.538494 -2.690014 3.772609 -0.0439 -0.0156 0.0785
H -2.858594 -4.457514 2.194309 -0.0400 -0.1003 -0.0104
H -1.518794 -3.885914 0.197509 0.0545 -0.0239 -0.1157
H -0.843694 -1.525614 -0.193591 0.0627 -0.1563 -0.0288
H 0.608006 -0.641914 2.869409 0.0862 -0.1037 -0.0444
H 2.083306 -0.002414 4.752409 0.0522 -0.0336 0.0448
H 1.839606 2.223586 5.801409 0.0158 0.0216 0.1034
H 0.083606 3.773786 5.018009 -0.0096 0.0636 0.0162
H -1.389294 3.123486 3.140709 -0.0697 0.1036 -0.0535
O 0.623206 -1.465114 -2.637891 0.2042 0.6966 -0.2462
N 0.355706 -2.759914 -2.393691 -0.4742 -0.3142 0.4572
C 0.966706 -3.396814 -1.332491 0.3058 0.0814 0.2655
C 0.963806 -4.754214 -1.246991 -0.0149 0.0672 -0.0613
C 0.339806 -5.533014 -2.232391 -0.0158 -0.2953 0.1462
C -0.327694 -4.859714 -3.274991 0.0557 0.1802 -0.0343
C -0.309494 -3.502614 -3.343291 -0.1219 0.0362 -0.3785
H 1.398206 -2.745614 -0.588791 0.0214 0.0439 0.0299
H 1.434106 -5.225214 -0.398191 0.1049 0.0129 0.1297
H 0.368806 -6.605414 -2.187591 -0.0390 -0.2098 0.0075
H -0.857594 -5.423114 -4.027291 -0.0862 0.0679 -0.1246
H -0.784794 -2.920514 -4.117291 -0.0224 0.0013 -0.0114
```
Positions in Å, forces in eV/Å.

List of natural (NBO) charges in e, atom by atom: 1.243, -0.419, -0.474, -0.417, -0.221, -0.225, -0.729, 0.183, 0.199, -0.331, 0.378, -0.303, -0.411, 0.370, -0.309, 0.216, -0.321, 0.184, 0.206, 0.245, 0.188, 0.221, 0.219, 0.207, 0.199, 0.214, 0.167, 0.250, -1.230, 1.090, -0.239, -0.219, -0.195, -0.196, -0.209, -0.136, -0.153, -0.209, -0.214, -0.191, -0.201, -0.243, 0.359, 0.223, 0.217, 0.219, 0.241, 0.218, 0.238, 0.220, 0.219, 0.220, 0.228, -0.769, -0.059, -0.114, -0.222, -0.361, -0.242, -0.060, 0.199, 0.211, 0.204, 0.214, 0.210


(2)
The following is a quantum chemistry calculation of a molecular structure, C27H27F9O31PTi2, from the OMol25 dataset.

The frontier orbital gap (alpha / beta) is 5.914 / 9.219 eV. The highest occupied orbital energy (alpha / beta) comes out at -4.9260 / -8.9472 eV. Its spin multiplicity is 7. For the LUMO energy (alpha / beta), the calculation gives 1.0 / 0.3 eV. Its total charge is -1.

```
97
Properties=species:S:1:pos:R:3:forces:R:3
Ti 0.039305 -1.528101 2.396077 0.2689 0.1323 -0.5702
Ti -2.017355 -0.553761 -1.478643 -0.0977 -0.1267 -0.2236
P -0.098785 -0.165881 0.323937 0.7077 -0.7640 -3.5677
O -0.303145 0.633999 -1.067103 -0.2029 -1.2208 2.4589
O 0.084575 0.624469 1.595917 0.2867 0.8124 1.2777
O 1.001715 -1.264881 0.222627 -0.4159 0.7630 0.8566
O -1.404595 -1.014881 0.570847 -0.4064 0.1172 -0.2680
C 0.120305 3.580419 0.805017 0.7540 -2.6819 0.0516
C 0.223645 3.565959 2.284617 -0.2960 0.2250 0.4561
O -0.707675 4.570189 2.628717 -0.2712 0.6297 0.3312
C -0.860255 5.381799 1.560397 -3.7794 5.1528 0.2279
O -1.510415 6.467729 1.487367 2.5481 -4.3484 1.1298
O -0.340545 4.870299 0.483977 0.9000 -1.2635 -1.5489
F 1.437085 3.964819 2.704777 1.1515 0.3764 0.5395
H -0.516495 2.713259 0.630007 -0.9988 0.5985 -0.6659
H 1.016975 3.199679 0.315997 0.3491 1.0488 -0.1149
H -0.005045 2.630129 2.794547 -0.2237 0.1325 -0.2627
C 0.209195 -4.272391 -1.615033 -1.3369 2.3711 0.9988
C 1.007785 -3.892111 -2.818673 -0.6533 -0.6591 2.1934
O 0.777495 -5.005031 -3.577993 -0.1391 -1.4719 -1.9631
C 0.691235 -6.102021 -2.690633 0.7519 0.3184 -0.8167
O 0.964705 -7.229121 -2.895983 -0.1223 -0.3238 -1.0726
O 0.331695 -5.646831 -1.523863 -0.3352 -0.3057 1.4330
F 2.290695 -3.994091 -2.418603 2.0748 0.7929 0.0261
H -0.834585 -4.011861 -1.790383 -0.0671 0.0558 0.0836
H 0.562015 -3.765971 -0.716613 0.0091 -0.1671 0.0440
H 0.799055 -2.872651 -3.143053 -0.0578 -0.4545 -1.0348
C 0.008705 2.050809 -4.282003 1.3238 0.2048 -1.1435
C -1.238425 1.971309 -5.082643 0.0037 -0.5316 -0.3094
O -0.838105 1.298169 -6.302583 -3.0948 0.3061 1.5620
C 0.469235 1.418699 -6.435603 0.9467 -0.9415 -3.6982
O 1.043845 1.089279 -7.453983 -0.4692 0.4307 1.6289
O 0.966645 1.988119 -5.401733 2.0811 0.7307 3.2261
F -1.565775 3.266099 -5.334963 -0.8200 0.2189 -0.7532
H 0.137685 1.262439 -3.540423 0.3100 -0.0726 -0.2166
H 0.135805 3.055969 -3.879993 -0.1299 -0.2802 0.2981
H -2.061045 1.463989 -4.578633 -0.1614 -0.0406 -0.5341
C -2.829305 3.293709 -0.661723 0.7265 -1.3814 0.9678
C -3.054095 4.634649 -1.203823 0.7614 0.6008 1.7991
O -4.358235 4.633989 -1.706203 0.1862 0.7250 0.1455
C -4.811415 3.377299 -1.728573 -4.9998 -1.9777 -0.5004
O -6.021865 3.071799 -1.996203 6.3674 1.0796 1.0560
O -3.784085 2.541839 -1.326483 -2.5880 -1.1246 -0.9252
F -2.145895 4.776689 -2.165083 0.7237 0.9924 -1.9739
H -2.932875 3.190189 0.418397 -0.4514 0.2838 0.1488
H -1.833025 2.911029 -0.883273 -0.1127 0.0839 -0.3671
H -2.835555 5.338239 -0.400513 -0.7113 0.8898 -0.5220
C 4.056265 -1.673011 1.102237 0.7427 -0.5728 -0.3431
C 3.784555 -3.066291 0.707397 -4.3078 -0.3270 0.1401
O 4.081085 -3.887891 1.791767 1.4132 0.4569 0.3889
C 4.934995 -3.164881 2.601607 -0.4350 -0.2771 3.0021
O 5.321855 -3.554121 3.701617 -0.5576 1.1817 -3.7162
O 5.051985 -1.901621 2.077867 0.7061 -0.2150 1.8327
F 4.353715 -3.382841 -0.403713 2.8577 -1.4499 -2.7408
H 3.077185 -1.293941 1.395167 0.4690 0.8243 0.6863
H 4.534825 -1.146831 0.276267 -0.3472 0.2195 0.1259
H 2.731475 -3.221071 0.472527 -0.4135 0.0625 0.5031
C 2.584105 1.691669 4.700877 -2.8327 1.4255 -0.1576
C 3.066905 1.205299 3.377337 -0.7058 0.2640 1.0372
O 3.796575 0.106899 3.733567 0.4193 -1.9618 1.1109
C 3.873495 0.010169 5.147757 3.7770 -2.8932 -0.2005
O 4.533745 -0.800751 5.767517 -1.7500 1.3649 -1.8507
O 3.274935 1.018679 5.665857 -0.1836 0.7737 2.1019
F 3.865605 2.124359 2.846337 1.0706 0.9574 -1.4152
H 1.548905 1.353049 4.743277 -0.4197 0.3181 0.3584
H 2.624485 2.763799 4.893217 0.1313 -0.1003 -0.3554
H 2.212265 0.961609 2.746237 0.3807 -0.0168 -0.6566
C -3.193915 1.177829 2.142917 -0.7189 -2.5673 0.3101
C -3.461165 -0.259881 2.710257 1.8019 1.5446 -0.7215
O -4.846525 -0.432451 2.576187 1.4700 -3.2591 -0.3534
C -5.406535 0.704789 2.471807 -4.5916 5.2628 -1.6196
O -6.609205 0.940159 2.262717 4.1409 -1.0339 1.1852
O -4.449345 1.745129 2.520617 -0.4919 -0.2210 -0.6482
F -3.222815 -0.211471 4.013377 0.3133 0.0053 2.6276
H -3.033695 1.054059 1.071887 -0.4694 0.3772 -0.3107
H -2.270065 1.600869 2.537437 -0.5438 0.2970 0.5348
H -2.753795 -1.013151 2.363377 -1.0244 -0.4321 -0.9434
C -3.965605 -3.930881 1.407437 0.5551 -0.8285 1.4424
C -2.471165 -4.268611 1.220927 -1.8774 0.2027 0.3217
O -2.430525 -4.481511 -0.149473 0.3425 0.5050 -1.2496
C -3.485595 -3.850461 -0.741033 0.8227 -0.9870 -5.4613
O -3.625165 -3.746071 -1.985573 0.8384 -0.0503 4.4356
O -4.338925 -3.456271 0.136467 -1.6112 1.1859 0.9820
F -2.113245 -5.418951 1.823587 0.1929 0.2163 0.3102
H -4.114465 -3.216131 2.216807 -0.2147 0.2614 -0.4364
H -4.522315 -4.837811 1.643347 -0.0730 -0.0574 -0.0717
H -1.913695 -3.392481 1.552157 0.9283 -0.3467 -0.0856
C 2.728155 1.132909 -1.618753 1.2340 -2.6544 -1.9962
C 2.696165 -0.273821 -2.338303 -1.1596 -0.8730 1.5593
O 4.012275 -0.728951 -2.392903 1.6989 0.3818 1.4869
C 4.872595 0.321459 -2.022393 1.5639 -1.1056 -2.2796
O 6.094875 0.311609 -1.991733 -3.3767 -0.4186 0.3828
O 4.098295 1.379389 -2.024813 -0.0099 3.6494 2.0635
F 2.247775 -0.321821 -3.599723 -0.7208 0.7195 -1.1456
H 2.591555 0.897809 -0.563213 0.3930 0.4338 0.1808
H 2.042035 1.909829 -1.955993 0.3751 -0.2339 -0.2301
H 2.124265 -0.994911 -1.754303 -0.0922 0.0558 -0.0092
```
Positions in Å, forces in eV/Å.

List of Löwdin charges in e, atom by atom: 0.851, 0.842, -0.050, -0.492, -0.409, -0.419, -0.559, -0.088, -0.325, 0.156, -0.518, 0.093, 0.123, 0.090, 0.086, 0.151, 0.144, -0.112, -0.340, 0.133, -0.531, 0.198, 0.123, 0.079, 0.117, 0.129, 0.169, -0.017, -0.280, 0.148, -0.638, 0.142, 0.104, 0.068, 0.100, 0.147, 0.153, -0.135, -0.339, 0.176, -0.424, 0.100, 0.030, 0.104, 0.131, 0.117, 0.161, -0.067, -0.438, 0.147, -0.449, 0.139, 0.070, 0.140, 0.100, 0.142, 0.144, -0.099, -0.398, 0.116, -0.499, 0.168, 0.132, 0.105, 0.136, 0.153, 0.131, -0.068, -0.326, 0.178, -0.510, 0.131, 0.055, 0.074, 0.099, 0.126, 0.100, -0.028, -0.334, 0.115, -0.550, 0.085, 0.114, 0.093, 0.133, 0.148, 0.092, 0.003, -0.346, 0.108, -0.512, 0.151, 0.065, 0.082, 0.114, 0.124, 0.122


(3)
The following is a quantum chemistry calculation of a molecular structure, C27H27Zr, from the OMol25 dataset.

The value obtained for the energy above the lowest of the compared OMol25 structures with the same formula, charge and spin is 0.0 kJ/mol. The frontier orbital gap is 3.379 eV. The highest occupied orbital energy comes out at -1.2076 eV. For the LUMO energy, the calculation gives 2.2 eV. Its total charge is -1.

```
55
Properties=species:S:1:pos:R:3:forces:R:3
C 2.241339 1.546797 -2.608365 0.0437 0.4280 -0.5418
C 3.181843 0.458844 -2.993074 1.3478 -0.3589 0.1938
C 4.500479 0.308180 -2.723180 -1.5302 -1.5483 -1.0863
C 5.438129 1.127283 -2.051938 0.8110 1.8178 0.9532
C 5.221161 2.354155 -1.513578 1.3281 -1.5397 -0.5553
C 4.000404 3.074501 -1.492698 -1.7874 1.2481 0.2322
C 2.760550 2.778838 -1.941517 1.0016 0.3840 0.3973
H 1.643335 1.837165 -3.494529 0.3047 0.0045 0.1309
H 2.661613 -0.416022 -3.407611 0.3244 0.4068 -0.1101
H 4.929549 -0.649648 -3.041853 -0.2571 0.2298 0.0468
H 6.441446 0.716412 -1.955649 -0.1293 0.0723 -0.0127
H 6.067694 2.838106 -1.028243 -0.1373 -0.0849 -0.0768
H 4.087029 4.030679 -0.963119 -0.1896 -0.2548 -0.1285
H 1.952103 3.458562 -1.636936 0.4111 -0.0520 -0.3583
C 1.277669 0.946622 -1.654670 -1.6148 -1.0530 1.0415
Zr -1.803860 -1.209439 1.643019 -1.2434 1.0155 -0.7010
C -0.282478 -2.667779 1.104848 1.1768 -0.7287 -0.3760
C -3.908875 -1.711193 0.593725 0.2505 0.6959 -1.0540
C -3.931369 -0.297440 0.332290 -0.2529 -0.3792 -0.4621
C -3.315934 -0.063389 -0.953483 0.0170 -0.5204 0.2556
C -3.121526 1.100608 -1.713145 0.1055 0.0388 -0.2154
C -2.446703 1.015282 -2.932258 -0.2229 0.0005 0.3350
C -1.967472 -0.225472 -3.406158 -0.0639 -0.2517 0.1602
C -2.139710 -1.389259 -2.662852 0.1753 -0.0046 -0.2391
C -2.806504 -1.325764 -1.427619 -0.1299 0.2174 0.8576
C -3.108016 -2.319828 -0.427803 -0.3283 -0.0244 -0.3763
C -1.688859 1.389038 1.938697 0.1629 0.2736 0.2794
C -2.355892 0.653009 2.962128 0.8864 -0.0644 0.6853
C -1.351504 -0.162358 3.637073 -0.1703 1.5040 -0.0673
C -1.502121 -1.443655 4.216531 -0.7634 -0.1720 -0.5938
C -0.320824 -2.100879 4.649270 0.9146 -0.4961 0.6638
C 0.944004 -1.608153 4.310241 -0.4946 -0.0039 0.2167
C 1.097349 -0.485055 3.493610 0.7898 0.1210 0.2116
C -0.060088 0.212728 3.088743 -0.6570 -0.3242 -0.6718
C -0.293551 1.140973 2.012146 -0.2798 -0.6144 0.9012
H 0.472719 1.648572 -1.408925 -0.1097 -0.2431 -0.1288
H 1.722717 0.654021 -0.701950 0.3021 0.1074 -0.0510
H 0.849433 0.017879 -2.065948 -0.1993 0.3880 0.1107
H -0.537213 -3.526686 1.757038 0.0622 0.1702 -0.0745
H -0.321111 -3.021392 0.067616 0.0549 0.0371 0.0565
H 0.744410 -2.373041 1.343684 0.0662 -0.0961 0.0741
H -4.481073 -2.231689 1.368129 0.3307 0.1364 -0.0677
H -4.540204 0.455593 0.819338 0.1470 -0.2154 0.2233
H -3.493010 2.057707 -1.330961 0.1564 -0.2599 -0.2275
H -2.295167 1.908127 -3.539591 -0.0455 -0.1670 0.1646
H -1.462350 -0.263131 -4.374570 -0.1194 -0.0229 0.2830
H -1.763702 -2.357914 -3.014579 -0.0800 0.4307 0.0290
H -2.911808 -3.376154 -0.579866 -0.1056 0.1220 0.2602
H -2.145764 2.166664 1.331161 0.0407 -0.3195 -0.0079
H -3.393670 0.726012 3.280806 0.1439 -0.1037 -0.3919
H -2.505777 -1.811300 4.471026 0.4856 0.2909 0.3406
H -0.402669 -2.990266 5.279525 0.0373 0.2013 -0.2890
H 1.833883 -2.116169 4.693574 -0.2800 0.0691 -0.1662
H 2.078867 -0.122703 3.178791 -0.2416 -0.2483 0.0556
H 0.511080 1.643424 1.473658 -0.4449 -0.2594 -0.1286
```
Positions in Å, forces in eV/Å.

List of natural (NBO) charges in e, atom by atom: -0.340, -0.098, -0.267, -0.209, -0.231, -0.207, -0.125, 0.207, 0.204, 0.200, 0.201, 0.200, 0.192, 0.202, -0.594, 1.709, -1.310, -0.447, -0.383, -0.004, -0.230, -0.268, -0.248, -0.228, -0.078, -0.401, -0.287, -0.498, -0.153, -0.384, -0.384, -0.189, -0.408, -0.098, -0.324, 0.219, 0.217, 0.225, 0.229, 0.217, 0.233, 0.236, 0.220, 0.196, 0.197, 0.197, 0.201, 0.225, 0.222, 0.231, 0.212, 0.191, 0.193, 0.196, 0.222